Below is 11 unconnected molecules or ions with the total composition C33H40F4O33, with properties calculated with wB97M-V/def2-TZVPD.

Calculated values
- Gap between HOMO and LUMO: 10.5 eV
- SMILES: O=C1OC[C@@H](F)O1.O=C1OC[C@@H](F)O1.O=C1OC[C@@H](F)O1.O=C1OC[C@@H](F)O1.O=C1OCCO1.O=C1OCCO1.O=C1OCCO1.O=C1OCCO1.O=C1OCCO1.O=C1OCCO1.O=C1OCCO1
- Lowest unoccupied orbital energy: -0.002 Ha
- HOMO: -10.54 eV
- Strongest force on any atom: 4.1 eV/A
- Relative energy (zero: lowest compared OMol25 entry of this formula, charge and spin): 18.2 kcal/mol
- E_tot: -113306.615 eV

```
110
Properties=species:S:1:pos:R:3:forces:R:3:lowdin_charge:R:1
C 13.0150 6.2164 8.2889 -1.0391 1.1695 0.4895 -0.01
C 12.9555 7.4673 7.3692 1.8148 -0.7175 0.2220 -0.32
O 12.5137 8.4729 8.2452 0.4870 -0.0994 0.7776 0.13
C 12.7526 8.0975 9.5720 0.3417 -2.3774 -3.0422 -0.50
O 12.7108 8.7959 10.4887 -0.3045 1.8552 2.0598 0.22
O 13.0757 6.7766 9.6366 0.1704 0.3743 -1.1092 0.06
F 12.1257 7.3909 6.3004 -0.4083 -0.3676 0.5599 0.08
H 13.7510 5.4407 8.1662 0.5478 0.2627 -0.2143 0.14
H 12.0484 5.8036 8.2036 -1.1933 -0.9877 -0.1144 0.12
H 13.9557 7.6296 6.9321 -0.3272 0.6957 0.3236 0.17
C 10.3973 13.7981 8.0203 -0.6851 0.7919 0.1657 -0.04
C 9.8152 12.6339 8.7761 1.0287 -1.0956 0.8429 -0.31
O 9.9706 12.9568 10.1406 -0.4080 2.0748 -0.7196 0.08
C 10.0576 14.4019 10.2140 -0.4410 -1.8372 0.0778 -0.40
O 9.7316 14.9632 11.2118 0.9565 0.0444 -1.7673 0.20
O 10.4652 14.8532 8.9747 -0.1455 0.2400 2.2654 0.05
F 10.6128 11.5609 8.5143 0.3848 -0.7913 0.0061 0.05
H 9.6815 14.1638 7.3297 -0.4194 0.1117 -1.2214 0.13
H 11.3647 13.6085 7.5528 -0.1066 -0.1397 0.3067 0.15
H 8.8075 12.2662 8.5766 -0.1354 0.5862 -0.0999 0.17
C 17.4185 10.2055 14.2322 -0.0648 0.1337 -0.7444 -0.02
C 17.2392 11.1805 13.0299 -1.0512 0.3071 2.5997 -0.30
O 18.3187 11.0507 12.2505 1.7288 -0.5715 -0.6800 0.15
C 19.1998 10.1717 12.8137 1.3156 -2.8818 -0.9711 -0.50
O 20.1575 9.7040 12.2418 -1.2250 1.6018 0.9690 0.15
O 18.7357 9.6422 13.9835 -0.7892 1.1613 -0.6063 0.07
F 17.3038 12.4276 13.6603 -0.2910 0.5542 -0.5562 0.02
H 16.6224 9.4374 14.2839 0.7118 0.2998 0.0528 0.13
H 17.4556 10.8559 15.1129 -0.1424 -0.6511 0.0155 0.13
H 16.3284 11.1312 12.4561 -0.3282 0.0654 -0.0334 0.15
C 10.1480 15.7766 14.1552 1.4291 0.1592 -0.9832 0.01
C 11.4652 16.5227 14.4423 -0.7027 1.2560 1.0783 -0.29
O 12.4518 15.7658 13.9018 0.9048 -0.1326 -0.6401 0.14
C 12.0045 14.5245 13.6599 -0.0215 0.6254 0.4492 -0.56
O 12.7551 13.6682 13.3370 -0.0698 -1.3157 -0.2769 0.18
O 10.6938 14.4613 13.8846 -0.4055 -0.6398 -0.3928 0.07
F 11.6883 16.5533 15.8196 -0.2561 0.0832 -0.3383 0.05
H 9.6304 16.1619 13.2315 0.3328 -0.4922 1.2347 0.14
H 9.5954 15.6777 15.0691 -0.7068 0.1990 0.1277 0.13
H 11.6260 17.5320 14.0827 -0.6955 0.0356 0.0593 0.14
C 13.2332 17.9100 8.5251 -0.9811 -2.6118 -0.1154 -0.05
C 11.9606 17.7381 9.4299 1.3158 -0.0196 -0.3373 -0.06
O 12.4439 16.8840 10.5314 0.1290 -0.2064 -1.2861 0.02
C 13.4975 16.1437 10.0706 -0.0631 0.2140 -0.5052 -0.56
O 13.9860 15.1899 10.6241 -0.6771 1.1771 -0.5646 0.14
O 13.9248 16.6363 8.8623 -0.3173 0.2941 0.4227 0.02
H 13.8956 18.6920 8.7726 0.5220 1.0150 0.5416 0.10
H 13.0747 17.8977 7.4078 -0.1471 -0.0381 1.3389 0.14
H 11.1808 17.2259 8.8613 0.0670 -0.0709 0.3610 0.11
H 11.6055 18.6578 9.8669 -0.0527 0.1727 0.1686 0.11
C 17.2131 14.1163 16.5058 -0.3477 -0.6834 2.1636 -0.07
C 15.7940 14.0146 16.0511 -0.8322 1.1066 -0.8235 -0.10
O 15.2544 15.3549 16.3163 1.1502 -0.7305 -0.0138 0.05
C 16.1410 15.9487 17.1593 -0.2956 0.3026 0.1796 -0.61
O 16.0702 17.0858 17.4838 -0.3472 0.8201 0.2120 0.16
O 17.1134 15.1257 17.5795 -0.0208 -1.0102 -1.1613 0.07
H 17.8828 14.5249 15.7948 0.5636 0.1958 -0.9695 0.12
H 17.5853 13.1718 16.9278 -0.0435 0.4537 -0.0645 0.13
H 15.1353 13.3233 16.5137 -0.0439 -0.7827 1.1986 0.09
H 15.6654 13.7840 15.0140 0.2485 0.2610 -0.8432 0.12
C 15.1914 18.0834 12.3184 -0.1534 -0.1821 0.2093 -0.06
C 14.8479 18.3915 13.7935 0.3382 1.3713 -0.0254 -0.05
O 13.4072 18.5756 13.7245 1.1701 0.4751 -0.5889 0.03
C 13.1737 19.0820 12.5053 -2.3526 0.1338 -1.8075 -0.55
O 12.1001 19.5488 12.1661 1.7862 -0.5044 0.6334 0.12
O 14.2014 18.8939 11.6028 -0.2715 -0.2163 2.1819 0.03
H 15.0907 17.0412 11.9775 -0.0393 0.3012 0.4300 0.12
H 16.1544 18.4813 12.0478 0.4005 -0.0418 -0.0365 0.12
H 15.2810 19.3927 14.0234 -0.2967 -0.4252 -0.2354 0.14
H 15.1258 17.8158 14.6810 -0.2554 -0.7710 -0.7427 0.13
C 14.1630 9.1453 18.1947 -0.3978 0.3350 -0.8769 -0.07
C 15.0413 9.1452 16.9366 1.1533 0.4193 -0.1512 -0.09
O 15.8992 10.3028 17.2058 0.6221 -0.7349 -1.1540 0.02
C 15.6710 10.8552 18.4236 -0.3157 -1.9892 -3.5658 -0.67
O 16.3304 11.7092 18.8432 1.6232 2.5703 1.7667 0.20
O 14.5900 10.3298 18.8822 -2.4626 -0.7266 2.5051 0.07
H 14.4127 8.2902 18.7985 -0.4280 -0.2707 0.4090 0.13
H 13.0705 9.2660 17.9794 1.0578 -0.4618 0.3150 0.14
H 14.5272 9.3111 15.9922 -0.1243 0.1293 0.1716 0.08
H 15.7174 8.2608 16.7927 -0.7743 0.6831 0.4705 0.14
C 12.1951 11.8983 17.0703 -1.8582 0.3156 -1.5994 -0.06
C 12.4695 13.3835 17.2542 0.0078 -2.3874 0.9635 -0.11
O 11.2210 13.9860 17.1105 -1.1226 1.4714 1.1886 0.07
C 10.2464 13.1220 16.7641 1.1306 -0.8767 -0.2071 -0.58
O 9.0919 13.3574 16.6234 0.0070 0.4140 -0.0064 0.17
O 10.8199 11.9225 16.5423 0.4123 -0.7769 0.2582 0.07
H 12.2027 11.2406 17.8981 -0.1095 -0.1426 1.3191 0.10
H 12.8272 11.4557 16.3317 0.3874 -0.2591 -0.7590 0.12
H 13.0275 13.6766 16.4348 1.5424 1.0421 -1.2752 0.08
H 13.0096 13.4192 18.2072 -0.4741 1.2623 -0.0198 0.15
C 13.9733 7.0159 13.2905 1.7726 -1.5807 -0.8844 -0.12
C 12.5914 6.5071 12.9281 -1.9913 0.2852 0.4736 -0.10
O 12.0315 6.1267 14.2117 1.4237 0.5854 0.5710 0.06
C 12.9165 6.5183 15.1827 -0.8646 -0.5637 -0.1381 -0.57
O 12.7635 6.2777 16.3312 -0.1091 0.1143 0.8223 0.16
O 13.9785 7.1690 14.6897 -0.6907 0.0839 0.2516 0.04
H 14.3439 7.9280 12.8478 -0.3716 0.2169 -0.2754 0.11
H 14.7279 6.2001 13.1108 -0.5712 0.7336 -0.2724 0.15
H 12.4805 5.6025 12.3449 0.7580 -0.0162 -0.4530 0.12
H 11.8671 7.2300 12.5244 0.6799 0.1652 -0.0478 0.12
C 11.4843 11.0471 11.9008 -1.2508 -0.0965 0.2501 -0.12
C 12.6433 11.6628 11.1139 1.7143 -0.6859 1.2106 -0.04
O 13.8369 11.2405 11.9701 -1.4626 0.4103 -0.1223 0.05
C 13.3777 10.5632 13.0233 2.2817 -0.7687 1.7990 -0.57
O 14.1172 10.1364 13.9395 -1.6958 1.0657 -2.2749 0.06
O 12.0789 10.3466 12.9825 0.6561 -0.2939 0.6175 0.07
H 10.9518 10.2847 11.3484 -0.1653 0.0931 -0.4241 0.11
H 10.7331 11.6872 12.4198 0.7928 0.2212 -1.0002 0.15
H 12.6329 12.7363 11.0930 0.1144 0.3870 0.0472 0.09
H 12.9396 11.2294 10.1593 -0.8418 0.0376 0.0047 0.12
```
Forces are in eV/Å.

Below is a molecular structure, H80O40, with properties calculated with wB97M-V/def2-TZVPD.

Calculated values
- Gap between HOMO and LUMO: 8.9 eV
- Lowest unoccupied orbital energy: -0.022 Ha
- HOMO: -9.50 eV
- Strongest force on any atom: 10.9 eV/A
- Relative energy (zero: lowest compared OMol25 entry of this formula, charge and spin): 433.2 kcal/mol
- E_tot: -83187.030 eV

```
120
Properties=species:S:1:pos:R:3:forces:R:3:lowdin_charge:R:1
H 4.6133 -0.5922 -0.9985 0.5055 -0.4718 0.1669 0.00
H 3.4267 -1.0080 -1.7634 0.2002 -0.7448 -0.4398 0.01
O 4.2798 -1.4040 -1.3951 -0.6228 0.8572 0.0905 -0.08
H 3.4707 -1.7489 6.1047 0.0698 0.8515 0.2386 0.03
H 4.2474 -2.3616 5.0823 0.6556 0.3403 -0.3331 0.04
O 4.2794 -1.5339 5.5881 -0.9780 -1.1506 0.0168 -0.07
H -2.3379 2.6601 -4.2694 1.0471 0.4117 0.0857 -0.01
H -2.1541 1.3980 -3.1797 0.6203 0.7452 0.0249 0.02
O -2.5777 1.8011 -3.9359 -1.6492 -1.5447 0.0375 -0.05
H 4.0302 0.1204 4.3881 0.6240 0.5174 1.2054 0.01
H 4.6076 1.6291 4.8701 -0.0056 -1.0818 0.3836 0.04
O 4.1603 1.0702 4.2303 -0.5813 0.6086 -1.5619 -0.07
H 1.1700 -3.1683 1.3056 -0.8074 -0.1726 -0.4421 0.03
H 1.1660 -3.6937 2.6026 -0.4728 -0.7656 0.3026 0.04
O 0.6460 -3.8238 1.7905 0.6230 0.5235 0.4542 -0.07
H -2.4627 3.2253 3.6692 -0.6011 -0.2322 -0.2071 0.06
O -3.2868 2.8594 4.0596 0.5791 0.8542 -0.2385 -0.06
H 0.6414 2.5851 -0.6260 0.0020 0.2858 -0.2620 0.05
O 1.5586 2.7136 -0.9138 0.1587 0.2714 0.2487 -0.05
H -0.9754 1.7555 -6.4376 -0.5668 -0.3410 0.0107 -0.02
H 0.0478 0.8582 -6.9602 -0.2228 -0.1218 -0.3667 0.01
O -0.8949 1.0495 -7.0969 0.5599 0.0459 0.3517 -0.08
H 2.2567 1.4233 3.0369 0.1113 0.2027 0.8457 0.04
H 1.4292 0.3243 2.5483 -0.5777 -0.0894 0.1793 0.02
O 1.4015 1.0078 3.2360 0.5045 0.1588 -1.1171 -0.05
H -0.6624 -1.5492 -3.5920 -0.9150 -0.0129 0.5465 0.08
H -0.9953 -2.0407 -2.0686 -0.4365 0.0596 -0.3638 0.05
O -0.3361 -1.8669 -2.7430 0.7549 -0.0915 -0.5083 -0.02
H 3.3632 -3.0025 -2.2102 0.9050 -0.9211 -0.0354 0.03
H 2.1862 -4.1238 -2.7250 1.5687 0.7326 -0.1301 0.07
O 2.5064 -3.2107 -2.5676 0.0058 -0.0138 -2.9345 -0.05
H 0.1705 -5.6187 -1.5237 -0.6624 -0.7483 -1.1104 0.07
O 0.5311 -5.7559 -2.4216 1.0997 0.6562 0.5852 -0.04
H 1.1357 -1.2389 6.0271 -0.1088 -0.0379 -0.1550 0.02
H 1.2401 -2.6956 5.7702 -0.1082 0.1510 0.0979 0.02
O 1.3618 -2.0557 6.4772 0.6985 -0.2512 1.1079 -0.07
H 5.2283 0.9532 -0.3304 0.2651 0.2435 0.0014 0.03
H 4.0474 1.6892 -1.0064 0.1340 0.0837 0.0831 0.03
O 4.5757 1.6455 -0.1966 -0.4483 -0.1027 -0.0468 -0.03
H -0.3441 2.4193 2.4594 -0.5884 1.0079 0.5843 0.06
H -1.2212 1.5776 1.8052 -1.3065 1.5145 0.8918 0.05
O -1.3055 2.4928 2.2352 2.6886 -1.6762 -1.0985 -0.11
H -5.8362 -2.6562 1.4088 -0.2333 0.5677 0.5300 0.04
H -5.4557 -1.2528 1.1681 0.0238 0.2888 0.2525 0.02
O -6.0579 -1.7579 1.7258 -0.3127 -0.5696 -0.6924 -0.08
H 2.3286 0.5016 0.3552 0.5531 -0.3393 0.5898 0.09
H 2.4507 -1.0578 0.1262 0.3918 0.4137 0.3669 0.10
O 1.8494 -0.2928 0.0652 4.0043 -2.0259 5.1307 -0.04
H -0.6802 1.3341 5.6859 -0.3319 1.3548 -0.3120 0.07
H -2.0895 1.8352 4.7060 0.7052 1.0167 1.0363 -0.01
O -1.4704 1.2488 5.1561 -0.2714 -2.6888 -0.0203 -0.05
H 1.6156 -0.1676 -1.4832 3.5736 -3.3583 -3.3185 -0.06
O 1.9761 -0.5812 -2.3620 3.9754 -2.0616 -1.9777 -0.17
H -1.0360 -3.6682 2.3714 0.1839 0.5450 1.2914 0.05
H -2.2423 -3.0394 3.1049 0.5132 0.2764 0.6627 0.02
O -1.3304 -3.3397 3.2672 -0.6587 -0.6706 -1.0289 -0.09
H 2.1941 4.7465 0.0050 -0.0877 -0.8161 0.8003 -0.02
O 2.1851 5.4325 0.6704 -0.0444 1.5375 -0.3527 -0.04
H -3.8191 -1.1243 -3.5413 -0.1820 0.2166 -0.0309 0.06
H -4.9111 -0.3995 -2.7076 0.1059 0.1159 -0.1601 0.07
O -4.3447 -1.1761 -2.7364 0.0232 -0.0001 -0.0034 -0.03
H -1.2912 3.4751 -6.6063 -1.1888 0.1720 -0.1449 0.07
H -0.4718 3.6057 -5.4739 -0.2598 0.4390 1.2165 0.03
O -1.4302 3.5537 -5.6473 1.3348 -0.1373 -1.4515 -0.08
H -4.6571 5.1140 -1.0649 -0.6941 -0.0362 -0.4465 0.05
H -4.7196 4.4537 -2.5390 -0.5338 0.2207 0.2256 0.05
O -4.1882 4.6724 -1.7744 0.9251 -0.0419 0.2913 -0.04
H -1.8152 -0.8097 2.8002 0.5372 -0.3256 -0.8758 0.05
H -1.2662 0.0788 3.8032 0.5860 0.9144 -0.0505 0.05
O -1.1484 -0.1007 2.8401 -0.9988 -0.8158 2.2382 -0.13
H -3.8869 -2.0868 -1.2930 -0.1227 -0.6635 0.1807 0.01
H -2.6651 -2.8146 -0.7874 -0.2919 -0.2174 0.1888 0.02
O -3.6329 -2.8560 -0.7294 0.6002 0.5302 -0.7211 -0.07
H 1.9455 -3.1267 -0.6448 0.0282 3.5579 -3.4235 -0.16
H 1.2088 -4.1301 -1.4752 -1.0323 1.0231 -0.3749 0.01
O 1.0488 -3.3476 -0.9299 -9.4106 -0.8590 -3.0237 -0.09
H -0.7807 4.5111 -3.1243 -0.0722 -0.0070 0.0289 0.02
H 0.6131 5.0635 -3.1869 0.0278 -0.0031 -0.1726 0.01
O -0.0366 4.6054 -3.7354 0.2263 0.1753 0.4423 -0.06
H 0.1421 -2.4234 3.7737 -0.2251 -0.2039 0.4848 0.01
H 0.4978 -1.0549 3.5359 0.2478 0.2412 0.3351 0.01
O 0.8166 -1.7878 4.0905 -0.4584 0.0047 -1.6691 -0.09
H 3.7542 -4.9839 3.0292 0.1068 -0.7957 -0.3592 0.06
H 2.8866 -5.3368 1.6920 0.2984 -0.6653 0.6156 0.05
O 3.0788 -4.7234 2.4021 0.0524 0.9310 0.5373 -0.03
H -3.3509 2.0696 1.9377 -0.3696 0.1277 -0.2522 0.02
H -2.9106 0.7512 2.4411 -0.7394 0.1589 -0.9352 0.02
O -3.4948 1.1388 1.7421 1.0623 -0.6898 0.1234 -0.07
H -2.3662 4.3109 -0.9504 0.2711 -0.9416 -0.9200 0.04
O -1.6330 3.7732 -1.3140 0.7588 0.2209 0.2740 -0.06
H 2.3569 -0.2687 -4.2613 -0.2778 -0.3101 0.4916 0.05
H 1.0227 -1.0136 -4.5487 0.3981 -0.0863 0.1236 0.03
O 1.5738 -0.2783 -4.8161 -0.2030 0.2352 -1.4442 -0.04
H 1.5387 -1.4422 -2.6023 0.8870 0.5685 0.6854 0.05
H -3.8611 3.6134 4.2323 -0.0580 -0.1521 0.1918 0.09
H 2.3117 5.1623 1.5791 0.0780 -0.7969 -0.2864 0.04
H 1.5533 3.5100 -1.4796 -0.1367 -0.4205 0.0118 0.02
H 0.0105 -6.2632 -3.0477 -0.4986 -0.0037 0.6304 0.06
H -1.9464 3.1270 -1.9629 -0.6498 0.4523 0.4846 0.01
O 2.4198 5.0162 -2.3850 1.8929 -0.6913 0.1411 -0.05
H 3.2030 5.0868 -1.8018 -0.7520 0.7128 0.3588 0.08
H 2.9025 4.5203 -3.0708 -0.8901 0.0623 -0.5020 0.08
O 2.5575 -3.5017 0.2203 8.9753 -0.6910 6.1048 -0.01
H 1.8653 -4.0913 -0.0732 -0.8224 -2.6205 1.7679 0.02
H 3.3957 -3.9213 0.4130 0.5846 0.2934 0.3587 0.11
O 0.4680 0.3219 -1.2362 -8.0830 3.7527 -0.7308 -0.10
H 0.5728 -0.4999 -1.7557 -2.5736 0.7179 -0.0393 0.03
H 1.3308 0.6553 -0.9748 -1.9499 2.7509 0.1804 0.01
O 1.5428 2.0999 -5.9594 -0.1242 1.0271 -0.2079 -0.07
H 1.2234 1.6800 -5.1521 0.3578 -0.4380 -0.1117 0.02
H 2.2917 1.5926 -6.2829 -0.1413 -0.2068 0.2652 0.04
O -3.4932 -2.2894 1.8592 0.9225 -0.0113 0.4286 -0.07
H -2.9762 -1.9097 1.1295 -0.1649 0.2810 0.0312 0.02
H -3.1898 -3.2026 1.8099 -0.6088 -0.2120 -0.3359 0.05
O -5.3454 1.0296 3.6100 -1.8845 0.9136 0.7901 -0.07
H -5.5301 0.1366 3.3050 1.1083 0.0217 0.0862 0.02
H -4.4681 1.3491 3.8323 0.0305 -1.0856 -0.4374 -0.02
O -1.1943 -0.7067 0.6041 -0.0829 -0.9889 -1.2787 -0.05
H -0.3762 -0.6405 0.0801 -0.3995 0.3099 0.1727 0.02
H -1.5579 0.1831 0.6138 -0.2525 -0.0522 -0.2461 0.03
```
Forces are in eV/Å.

Question: Among the records above, which one has the highest E_tot?
Answer: H80O40